No. 1
{
  "formula": "C29H28ClF3N4O2",
  "method": "ωB97M-V/def2-TZVPD",
  "smiles": "N#C[C@@H]1N[C@@H](CF)[C@H]1c1ccc(-c2c(F)cc(Cl)cc2F)cc1.CNC(=O)[C@H](Cc1ccccc1)NC(C)=O",
  "e_homo_ha": -0.332,
  "mol_weight_g_mol": 557.02,
  "homo_lumo_gap_ev": 9.1152,
  "species": ["N", "C", "C", "N", "C", "C", "F", "C", "C", "C", "C", "C", "C", "C", "F", "C", "C", "Cl", "C", "C", "F", "C", "C", "H", "H", "H", "H", "H", "H", "H", "H", "H", "H", "H", "H", "C", "N", "C", "O", "C", "C", "C", "C", "C", "C", "C", "C", "N", "C", "C", "O", "H", "H", "H", "H", "H", "H", "H", "H", "H", "H", "H", "H", "H", "H", "H", "H"],
  "xyz": [[-0.227288, 3.911190, -4.450428], [0.530531, 3.960576, -3.566831], [1.452228, 4.061908, -2.427234], [2.902012, 4.098033, -2.689027], [3.149219, 3.287549, -1.485874], [3.602062, 4.140435, -0.276898], [2.769384, 5.189817, -0.015835], [1.684294, 2.818386, -1.561459], [0.848932, 2.585262, -0.323700], [-0.484316, 3.012049, -0.271055], [-1.297800, 2.680890, 0.815026], [-0.812066, 1.893184, 1.870382], [-1.694213, 1.465856, 2.982123], [-3.014249, 1.019678, 2.734668], [-3.544627, 0.972154, 1.489136], [-3.815344, 0.569062, 3.784938], [-3.340006, 0.553563, 5.092575], [-4.348671, -0.032490, 6.389510], [-2.050287, 1.009367, 5.350127], [-1.228390, 1.461937, 4.316579], [0.006327, 1.906666, 4.651420], [0.530196, 1.480126, 1.816710], [1.348221, 1.817443, 0.734723], [1.132473, 4.922435, -1.828572], [3.121053, 3.574224, -3.537716], [3.861118, 2.468009, -1.636860], [3.669104, 3.510410, 0.613324], [4.602481, 4.532938, -0.479879], [1.618954, 1.911130, -2.167528], [-0.916773, 3.585619, -1.084452], [-2.322845, 3.036976, 0.823350], [-4.821218, 0.220464, 3.575374], [-1.677197, 1.018881, 6.368783], [0.942457, 0.852009, 2.599975], [2.365385, 1.440380, 0.704863], [-1.541400, -4.098654, -3.261498], [-1.017792, -3.414849, -2.081238], [-0.744610, -4.013044, -0.913991], [-0.993197, -5.205201, -0.771337], [-0.257702, -3.186009, 0.313147], [0.505983, -1.864689, 0.054716], [-0.107246, -0.947538, -0.981696], [-1.394812, -0.417722, -0.783793], [-2.020496, 0.313052, -1.808348], [-1.362940, 0.509372, -3.034989], [-0.080416, -0.026819, -3.238709], [0.550838, -0.748294, -2.211089], [0.524287, -4.006522, 1.254150], [1.647296, -4.657325, 0.942596], [2.192492, -5.587950, 1.999987], [2.249251, -4.516349, -0.114122], [-1.789540, -3.373284, -4.037248], [-0.793207, -4.795655, -3.642576], [-2.437458, -4.661866, -2.994232], [-0.851056, -2.422077, -2.153996], [-1.176933, -2.904459, 0.825024], [0.571908, -1.319935, 0.996843], [1.526820, -2.089248, -0.252803], [-1.909190, -0.580862, 0.151450], [-3.007102, 0.726482, -1.651728], [-1.842742, 1.077062, -3.821313], [0.416141, 0.114479, -4.189066], [1.527380, -1.181065, -2.381945], [0.102658, -4.224718, 2.140140], [1.431760, -6.322156, 2.257235], [2.471912, -5.011916, 2.879567], [3.067972, -6.098360, 1.600623]],
  "forces_ev_per_a": [[1.32, -0.02, 1.51], [-1.02, -0.03, -1.40], [-0.61, -0.27, -0.15], [0.70, 0.98, -0.93], [0.15, -0.28, 0.43], [0.58, -1.20, -0.69], [-0.54, 0.36, -0.02], [-0.89, -0.20, 1.38], [-0.29, -0.18, -0.03], [0.19, -0.23, 0.53], [0.36, -0.02, -0.08], [0.43, 0.21, -0.58], [0.29, 0.17, -0.38], [0.36, -0.14, 1.56], [0.54, 0.12, 0.53], [-0.39, -0.10, -0.30], [0.53, 0.31, -0.67], [0.31, 0.20, -0.39], [0.34, 0.07, 0.36], [-1.40, -0.48, 0.01], [-0.70, -0.23, -0.48], [-0.01, 0.09, -0.37], [-0.63, 0.10, 0.13], [0.20, -0.06, -0.08], [-0.05, 0.18, 0.28], [0.14, 0.29, 0.17], [-0.14, 0.02, 0.04], [-0.09, 0.07, -0.11], [0.11, 0.13, -0.14], [0.09, -0.01, 0.02], [0.10, -0.09, 0.04], [0.12, 0.04, -0.05], [0.03, 0.02, -0.13], [-0.10, 0.10, -0.02], [-0.04, 0.03, 0.00], [0.14, -0.30, 0.60], [0.10, 1.22, -0.41], [-0.41, -1.50, 0.11], [0.35, 0.26, 0.37], [0.62, 0.32, -0.12], [0.19, 0.25, -0.44], [-0.20, 0.05, -0.12], [0.40, 0.37, -1.01], [0.84, -0.33, -0.05], [0.26, -0.36, 0.55], [-0.36, -0.01, 0.76], [-0.83, 0.66, -0.03], [-1.55, 0.77, -0.04], [1.56, -0.59, -0.86], [-0.14, 0.02, -0.07], [-0.50, 0.27, 0.02], [0.10, 0.06, 0.22], [-0.11, -0.04, -0.05], [0.07, -0.01, -0.07], [-0.08, -0.39, -0.18], [-0.13, -0.19, 0.13], [-0.05, -0.09, 0.17], [-0.01, -0.19, 0.05], [-0.05, -0.02, 0.11], [-0.04, 0.01, 0.01], [0.01, -0.01, -0.01], [0.03, 0.01, -0.03], [0.04, -0.08, 0.07], [-0.13, -0.07, -0.11], [0.00, -0.08, 0.19], [0.00, -0.08, 0.19], [-0.12, 0.12, 0.04]],
  "mulliken_charge": [-0.525, -0.092, -0.073, -0.658, 0.270, -0.671, -0.317, 0.620, 0.704, -0.797, -0.884, 1.276, 0.108, -0.023, -0.332, -0.608, 0.239, -0.197, -0.647, 0.316, -0.314, -1.043, -0.812, 0.489, 0.385, 0.384, 0.290, 0.416, -0.103, 0.346, 0.447, 0.456, 0.455, 0.416, 0.521, -1.115, -0.114, 0.538, -0.729, -0.199, -1.144, 0.377, 0.492, -0.916, -0.456, -0.849, -0.273, -0.050, 0.745, -1.343, -0.633, 0.338, 0.323, 0.346, 0.061, 0.569, -0.067, 0.457, 0.366, 0.488, 0.524, 0.500, 0.424, 0.278, 0.354, 0.321, 0.346]
}


No. 2
{
  "formula": "C29H28IN4O4V",
  "method": "ωB97M-V/def2-TZVPD",
  "total_charge": 2,
  "e_homo_ha": [-0.489, -0.489],
  "mol_weight_g_mol": 674.42,
  "homo_lumo_gap_ev": [5.4934, 5.4877],
  "species": ["V", "O", "C", "C", "C", "C", "C", "C", "C", "O", "N", "N", "C", "C", "C", "C", "C", "C", "N", "H", "H", "H", "H", "H", "H", "H", "H", "H", "H", "C", "C", "C", "C", "H", "H", "H", "H", "H", "H", "H", "H", "H", "C", "C", "C", "N", "C", "C", "H", "H", "H", "H", "H", "I", "C", "C", "C", "C", "C", "C", "C", "O", "O", "H", "H", "H", "H"],
  "xyz": [[-0.039346, -0.164687, -0.065366], [-1.643078, 0.718664, 5.075669], [-1.520394, -0.617618, 4.967585], [-1.655816, -1.458045, 6.070390], [-1.526334, -2.822816, 5.923671], [-1.258128, -3.383815, 4.673463], [-1.118911, -2.559689, 3.582932], [-1.242203, -1.165167, 3.703972], [-1.083932, -0.318101, 2.538078], [-0.711423, -0.988935, 1.391352], [-1.254210, 0.951034, 2.422190], [-1.029885, 1.259994, 1.089833], [-1.552212, 2.337593, 0.650615], [-1.543700, 2.466234, -0.802474], [-1.882134, 3.636342, -1.443663], [-1.843423, 3.663556, -2.836020], [-1.452832, 2.520818, -3.500845], [-1.125442, 1.383232, -2.770480], [-1.195527, 1.324603, -1.443406], [-1.839518, 0.953992, 5.992199], [-1.866080, -1.024441, 7.040861], [-1.638891, -3.458520, 6.791696], [-1.169625, -4.454988, 4.564928], [-0.926144, -2.990549, 2.610675], [-2.035200, 3.039024, 1.322479], [-2.165161, 4.508984, -0.871565], [-2.105592, 4.562203, -3.377373], [-1.395837, 2.484317, -4.579423], [-0.794562, 0.495209, -3.283355], [-2.215256, -3.164840, -2.623698], [-1.318624, -1.900467, -2.568330], [-0.101329, -2.108153, -3.457333], [-1.068767, -1.737493, -1.100415], [-2.539295, -3.317257, -3.653504], [-3.104954, -3.073983, -2.001462], [-1.658020, -4.049159, -2.313436], [-1.935496, -1.076922, -2.922231], [0.528277, -2.912459, -3.075374], [0.531607, -1.225349, -3.561305], [-0.429141, -2.387324, -4.458591], [-0.482051, -2.536185, -0.652596], [-1.973005, -1.512406, -0.529873], [3.720174, 0.123108, 3.096840], [3.047407, -1.074614, 2.907160], [2.005419, -1.120591, 2.005636], [1.625315, -0.047623, 1.292689], [2.285906, 1.106605, 1.468299], [3.326846, 1.231843, 2.365394], [4.537430, 0.186962, 3.802389], [3.318425, -1.968974, 3.449364], [1.457597, -2.034059, 1.832026], [1.956574, 1.941535, 0.867344], [3.818257, 2.186937, 2.481650], [6.690325, -0.098063, -5.561639], [5.118792, -0.153703, -4.233055], [4.665906, -1.382411, -3.748252], [3.609436, -1.419381, -2.862455], [3.001827, -0.226721, -2.456084], [3.458803, 1.002561, -2.939242], [4.515010, 1.037010, -3.826170], [1.899626, -0.280585, -1.531323], [1.415683, -1.334971, -1.018291], [1.271560, 0.791859, -1.138096], [5.143214, -2.298593, -4.065874], [3.255865, -2.368527, -2.481719], [2.987178, 1.921132, -2.616813], [4.875618, 1.983634, -4.203145]],
  "forces_ev_per_a": [[-0.61, -0.08, -0.24], [0.01, -0.09, 0.09], [-0.04, 0.12, 0.07], [0.01, 0.02, -0.04], [0.00, 0.02, 0.00], [-0.01, 0.01, 0.03], [0.01, -0.05, -0.03], [-0.04, 0.33, 0.12], [0.47, -0.94, -0.48], [-0.20, 0.25, 0.10], [0.10, 0.08, -0.19], [-0.07, 0.26, 0.50], [0.03, -0.15, -0.24], [-0.04, -0.09, 0.28], [-0.02, 0.00, -0.20], [-0.01, 0.01, 0.09], [-0.01, -0.08, -0.03], [0.01, -0.07, 0.03], [0.26, 0.12, -0.02], [0.01, 0.02, -0.06], [0.00, -0.02, 0.01], [0.00, -0.02, -0.01], [0.00, 0.00, -0.01], [0.00, 0.02, -0.02], [-0.02, 0.01, -0.02], [0.00, -0.02, 0.03], [0.00, 0.00, 0.00], [0.00, 0.02, 0.00], [0.06, -0.04, -0.03], [-0.01, -0.02, -0.07], [-0.05, -0.19, 0.08], [0.07, 0.02, -0.11], [0.17, 0.24, 0.31], [0.00, 0.02, 0.00], [0.00, 0.02, 0.01], [0.01, 0.01, 0.02], [-0.03, 0.04, -0.07], [-0.02, -0.01, 0.02], [-0.04, 0.04, 0.03], [-0.01, 0.00, 0.01], [-0.13, -0.13, 0.00], [-0.08, 0.01, -0.06], [-0.02, -0.04, 0.00], [-0.01, -0.01, 0.01], [0.02, 0.05, -0.13], [0.16, -0.09, 0.10], [-0.20, -0.02, -0.01], [0.03, 0.03, 0.01], [0.00, 0.02, 0.00], [0.01, 0.00, 0.00], [-0.01, -0.04, 0.00], [0.03, 0.05, 0.00], [0.00, 0.00, -0.01], [0.17, 0.01, -0.13], [-0.20, -0.02, 0.16], [0.02, 0.05, -0.02], [0.04, 0.00, -0.03], [0.08, -0.17, -0.03], [0.00, -0.02, -0.01], [0.01, 0.01, 0.00], [-0.43, 0.23, 0.52], [0.16, -0.13, -0.04], [0.40, 0.37, -0.30], [0.00, 0.00, 0.00], [-0.03, 0.02, 0.02], [-0.01, 0.00, 0.01], [0.01, -0.01, -0.01]],
  "mulliken_charge": [-0.404, -0.503, 0.982, -0.822, -0.507, -1.072, -0.221, 0.002, 0.647, -0.009, -1.072, 0.685, -0.206, 0.621, -1.023, -0.341, -1.361, 0.078, 0.269, 0.362, 0.331, 0.418, 0.449, 0.401, 0.550, 0.526, 0.460, 0.492, 0.532, -1.589, 0.943, -1.374, -1.115, 0.448, 0.410, 0.400, 0.191, 0.359, 0.192, 0.487, 0.733, 0.655, -0.168, -1.048, -0.206, 0.858, -0.130, -1.058, 0.450, 0.488, 0.452, 0.442, 0.464, 0.225, -0.030, -0.723, -0.319, 0.439, -0.407, -0.774, 1.335, -0.565, -0.540, 0.407, 0.474, 0.522, 0.414]
}


No. 3
{
  "formula": "C29H28N4O5S3Yb",
  "method": "ωB97M-V/def2-TZVPD",
  "total_charge": 1,
  "e_homo_ha": [-0.418, -0.418],
  "mol_weight_g_mol": 781.81,
  "homo_lumo_gap_ev": [8.5221, 8.5198],
  "multiplicity": 2,
  "species": ["Yb", "O", "C", "O", "C", "C", "C", "C", "C", "C", "C", "C", "C", "N", "H", "H", "H", "H", "H", "H", "C", "C", "N", "O", "C", "C", "N", "O", "H", "H", "H", "H", "H", "H", "H", "S", "C", "N", "C", "C", "S", "H", "H", "H", "H", "H", "O", "S", "C", "C", "C", "C", "C", "C", "C", "C", "C", "C", "C", "C", "H", "H", "H", "H", "H", "H", "H", "H", "H", "H"],
  "xyz": [[1.279022, 0.077890, 0.779404], [4.814889, 2.385891, 0.567797], [3.739249, 1.841111, 0.404418], [2.928565, 1.253122, 1.210307], [3.315180, 1.736677, -1.088691], [3.894707, 2.689307, -1.977667], [3.551408, 2.586681, -3.267541], [2.641848, 1.579307, -3.698422], [2.275087, 1.326537, -5.048710], [1.447625, 0.266989, -5.398914], [0.864674, -0.492750, -4.399579], [1.201077, -0.309822, -3.119597], [2.139082, 0.661795, -2.713552], [2.456569, 0.808713, -1.373104], [4.719805, 3.323354, -1.627466], [3.929320, 3.264652, -4.026221], [2.702177, 1.982851, -5.817792], [1.187344, 0.164964, -6.433097], [0.067538, -1.234330, -4.680960], [0.626443, -0.823583, -2.398946], [-2.166081, 1.545323, 4.979797], [-0.928287, 1.619834, 4.132239], [-0.726536, 2.718997, 3.460057], [-1.765830, 3.613131, 3.590110], [0.015492, 0.464499, 3.965665], [0.508044, -0.253691, 5.145827], [0.305918, 0.107981, 2.820393], [1.301593, -0.865168, 2.675424], [-2.037506, 2.266481, 5.821390], [-2.336770, 0.521909, 5.377225], [-3.047781, 1.835648, 4.378117], [-1.606046, 4.225461, 2.878855], [0.543191, -1.273353, 4.919671], [-0.112604, -0.067298, 6.123221], [1.454436, 0.077540, 5.253146], [-0.788159, 1.322596, -0.649846], [-0.312940, 2.876692, -1.142164], [-0.573830, 3.355812, -2.338640], [-0.102618, 4.678617, -2.717922], [0.996507, 5.016825, -1.699986], [0.544238, 4.065723, -0.200316], [-1.272380, 2.927104, -2.870630], [-0.919774, 5.374410, -2.480719], [0.212167, 4.647510, -3.778987], [1.071119, 6.058757, -1.478748], [1.977719, 4.768775, -2.167994], [0.661511, -1.887525, -0.310897], [-0.741957, -2.414158, -0.624240], [-0.854962, -4.228641, -0.642535], [0.217519, -5.055410, -0.932956], [-0.020277, -6.403358, -1.246374], [-1.296050, -6.859106, -1.459014], [-2.370313, -5.998816, -1.220578], [-2.166611, -4.651237, -0.847065], [-1.744286, -1.957090, 0.791081], [-2.956213, -1.201577, 0.750194], [-3.573633, -0.893380, 1.907482], [-3.004256, -1.259712, 3.072883], [-1.877662, -2.043336, 3.165277], [-1.246113, -2.461455, 2.017672], [1.250792, -4.689914, -0.924210], [0.838006, -7.013814, -1.376647], [-1.503188, -7.890869, -1.749462], [-3.395812, -6.398288, -1.353829], [-3.056422, -4.037500, -0.720923], [-3.386285, -0.981995, -0.225280], [-4.491530, -0.214204, 1.869379], [-3.360908, -0.849234, 3.989497], [-1.529231, -2.280323, 4.184390], [-0.407032, -3.048524, 1.999304]],
  "forces_ev_per_a": [[-0.50, -0.68, -0.43], [-0.86, -0.27, 0.96], [1.02, 0.20, -1.83], [0.54, 0.46, 0.57], [0.68, 1.15, 1.58], [0.75, -0.74, 0.64], [-0.59, 0.16, -1.50], [-0.33, -1.46, 0.47], [0.24, 0.02, -0.21], [0.85, 1.90, -0.13], [-1.47, -1.37, -1.62], [0.31, 0.59, 1.23], [-0.27, 0.78, -0.49], [-0.46, -0.34, -0.89], [-0.75, -0.16, 0.04], [0.18, -0.01, 0.06], [-0.24, -0.32, 0.24], [-0.08, -0.29, -0.33], [0.98, 0.75, 0.41], [-0.03, -0.61, 0.90], [-0.05, -0.60, 0.67], [-0.61, 1.69, -1.10], [0.62, -2.17, -0.01], [-0.25, -0.30, 0.56], [-1.99, 1.58, 2.39], [-3.78, 0.52, 1.98], [1.84, -0.43, -2.92], [-0.84, 0.15, 0.10], [-0.40, -0.55, -0.52], [0.21, 0.72, -0.09], [0.47, -0.03, 0.38], [0.22, 0.52, -0.27], [0.12, -1.66, -0.14], [1.20, -0.21, -1.96], [3.41, 0.92, 0.92], [-0.26, 0.64, 0.17], [0.28, -0.18, 0.13], [0.77, 0.28, 0.31], [-0.51, 0.46, 0.94], [0.84, -0.84, -1.26], [0.75, -0.20, -0.14], [-0.91, -1.02, -1.07], [-0.03, 0.03, -0.84], [-0.18, 0.37, 0.71], [-0.35, 0.68, 0.28], [-0.47, -0.39, 0.95], [-0.05, -0.24, 0.44], [-0.82, 0.64, -0.58], [-0.06, 0.85, -0.70], [0.38, -0.18, 0.36], [0.30, 1.26, -0.11], [-0.81, -0.16, 0.52], [-0.53, 0.45, -0.11], [-0.43, -1.80, -0.01], [-0.38, -0.75, 1.17], [2.04, -1.63, -2.50], [-2.49, 2.26, -0.52], [0.51, 0.11, 1.80], [0.24, -0.46, 0.89], [-2.14, 1.96, -1.08], [-0.49, -0.04, 0.22], [0.48, -0.61, -0.22], [0.20, 0.33, 0.07], [0.74, 0.52, 0.10], [0.38, 0.16, 0.12], [0.15, 0.30, 0.19], [1.32, -1.21, 0.20], [-0.63, -0.01, 0.50], [0.04, -0.10, -0.79], [1.99, -1.36, 0.23]],
  "mulliken_charge": [0.960, -0.660, 0.368, -0.556, 0.775, -0.812, -0.629, 1.337, -0.845, -0.661, -0.543, 0.342, -0.572, -0.333, 0.469, 0.451, 0.366, 0.412, 0.367, 0.344, -1.415, 0.415, -0.307, -0.404, 0.505, -1.460, 0.627, -0.674, 0.423, 0.298, 0.365, 0.361, 0.413, 0.316, 0.471, -0.175, 0.204, -0.078, -0.687, -0.402, 0.012, 0.243, 0.318, 0.339, 0.532, 0.050, -0.426, 0.366, 0.477, -0.274, -0.689, -0.423, -0.579, -0.414, 0.364, -0.387, -0.770, -0.323, -0.575, -0.525, 0.403, 0.421, 0.384, 0.343, 0.385, 0.507, 0.294, 0.563, 0.460, 0.547]
}